Entry 1:
# C3H5N3O

A single C3H5N3O molecule (ωB97M-V/def2-TZVPD, OMol25).

- energy above the lowest of the compared OMol25 structures with the same formula, charge and spin (kJ/mol) = 656.9
- 2S+1 = 1
- total energy (Eh) = -356.6072
- E_LUMO (spin up / spin down) (eV) = 0.353 / 0.353
- total charge = 0
- maximum force (eV/Å) = 0.4

Geometry (Å):
N  0.6514  -1.8675  0.3091
C  0.4952  -0.4873  0.5891
N  1.1530  0.1478  1.6086
O  0.9018  1.3664  1.7278
C  -0.2161  0.3888  -0.1913
C  -0.4067  1.6927  -0.2915
N  -1.0126  0.4707  -1.3939
H  1.6244  -2.0844  0.1211
H  0.3807  -2.4270  1.1103
H  -1.1197  2.4276  0.0475
H  -1.9175  0.0099  -1.3573
H  -0.5337  0.3624  -2.2795

Cartesian forces, eV/Å:
N 0.14 0.01 0.17
C -0.05 0.16 0.01
N -0.15 0.09 -0.19
O 0.03 -0.20 0.01
C 0.08 0.36 0.10
C -0.05 -0.18 0.11
N -0.13 -0.31 -0.27
H -0.06 -0.02 -0.04
H -0.04 0.01 -0.08
H 0.11 -0.07 -0.02
H 0.16 0.11 0.04
H -0.05 0.05 0.17

Atom charges from the Löwdin analysis, given in e for atoms 1 to 4: N 0.06; C -0.37; N -0.03; O -0.13


Entry 2:
# C31H36F6N3O19PS

A molecular structure, C31H36F6N3O19PS (ωB97M-V/def2-TZVPD, OMol25).

- 2S+1 = 1
- total energy (Eh) = -4135.5945
- E_LUMO (eV) = -1.113
- total charge = 0
- maximum force (eV/Å) = 0.5

Geometry (Å):
N  0.2201  -0.5263  -0.1142
P  -0.8925  0.5676  -0.8281
O  -1.7331  0.9678  0.5255
C  -2.0716  -0.6440  -1.5680
C  -1.9286  -2.0492  -1.3484
C  -2.7736  -2.9804  -1.8707
C  -2.4715  -4.3917  -1.5293
O  -1.9829  -4.7010  -0.4684
C  -2.6300  -5.5108  -2.5801
F  -3.9123  -5.7903  -2.8579
F  -2.0383  -5.0878  -3.7210
C  -1.9285  -6.8389  -2.1832
F  -0.6288  -6.5897  -1.9327
F  -1.9822  -7.6212  -3.2716
C  -2.5675  -7.6288  -0.9768
F  -3.6764  -6.9976  -0.5421
F  -2.9388  -8.8430  -1.4186
C  -1.5692  -7.8503  0.1807
O  -0.6964  -8.6678  0.0994
O  -1.8311  -7.0763  1.2343
C  -3.8541  -2.5117  -2.6730
N  -4.8092  -3.2276  -3.2675
S  -5.7623  -2.1772  -4.0139
N  -5.0625  -0.7989  -3.6409
C  -4.0021  -1.1025  -2.8866
C  -3.0972  -0.1717  -2.3310
H  0.9918  -0.7216  -0.7395
H  0.5813  -0.1579  0.7577
H  -2.1796  0.1871  0.8798
H  -1.1078  -2.3817  -0.7291
H  -1.0782  -7.1592  1.8386
H  -3.2195  0.8886  -2.5185
C  -0.3231  0.0443  4.5006
C  0.8603  0.8431  4.0170
C  0.7958  2.3337  4.2901
O  1.5155  2.8888  3.1754
C  1.4273  2.0179  2.1510
O  1.7181  2.2520  1.0221
O  0.9353  0.8330  2.5745
H  -0.1678  -1.0204  4.3319
H  -0.4712  0.2054  5.5687
H  -1.2283  0.3381  3.9676
H  1.7986  0.4253  4.3921
H  1.2721  2.6299  5.2205
H  -0.2279  2.7121  4.2622
C  2.5427  3.4615  -4.0647
C  1.2559  4.0223  -3.5226
C  1.0635  3.8391  -2.0290
O  -0.3595  3.7200  -1.9178
C  -0.8285  3.2380  -3.0839
O  -1.9210  2.7876  -3.2287
O  0.1193  3.2969  -4.0425
H  2.6560  3.6876  -5.1249
H  3.3968  3.8717  -3.5286
H  2.5511  2.3789  -3.9485
H  1.1292  5.0720  -3.8015
H  1.4127  4.6795  -1.4356
H  1.5178  2.9168  -1.6594
C  3.2304  -2.4567  -2.0366
C  3.7247  -1.4115  -3.0034
C  5.1767  -1.5455  -3.4198
O  5.5581  -0.1841  -3.6547
C  4.7585  0.6103  -2.9083
O  4.9234  1.7741  -2.7387
O  3.7322  -0.1050  -2.3925
H  2.1646  -2.3382  -1.8451
H  3.3946  -3.4543  -2.4440
H  3.7554  -2.3702  -1.0850
H  3.0764  -1.3572  -3.8818
H  5.3213  -2.1296  -4.3243
H  5.7980  -1.9499  -2.6172
C  -7.1341  1.6166  2.1052
C  -5.8777  0.8367  1.8173
C  -6.0138  -0.6713  1.9041
O  -4.7045  -1.0744  2.3280
C  -4.1424  -0.0371  2.9899
O  -3.1290  -0.1039  3.6101
O  -4.8748  1.0823  2.8250
H  -6.9727  2.6825  1.9528
H  -7.9374  1.2918  1.4437
H  -7.4430  1.4672  3.1401
H  -5.4490  1.1304  0.8553
H  -6.2562  -1.1454  0.9569
H  -6.7366  -0.9761  2.6645
C  4.3247  4.4260  2.3964
C  5.3489  5.3265  3.0351
C  6.6964  4.6877  3.3063
O  7.1445  5.3867  4.4732
C  6.0524  5.8395  5.1363
O  6.0657  6.2897  6.2338
O  4.9472  5.6992  4.3687
H  3.4115  4.9719  2.1668
H  4.7121  4.0021  1.4693
H  4.0571  3.6155  3.0730
H  5.4714  6.2487  2.4607
H  7.4132  4.8174  2.5000
H  6.6034  3.6259  3.5481

Cartesian forces, eV/Å:
N -0.13 -0.44 -0.13
P 0.15 0.37 -0.10
O -0.19 -0.03 -0.04
C 0.17 -0.35 0.14
C 0.05 0.29 0.11
C -0.09 -0.13 -0.06
C 0.07 -0.23 0.31
O -0.08 0.04 -0.17
C -0.02 0.01 0.12
F -0.11 -0.08 -0.02
F 0.08 0.08 -0.16
C -0.13 -0.02 0.01
F 0.16 0.07 0.05
F -0.02 -0.13 -0.14
C -0.01 0.08 0.01
F 0.00 0.03 0.02
F -0.02 -0.03 0.02
C 0.16 -0.27 0.11
O -0.22 0.40 0.03
O 0.19 0.00 -0.27
C 0.04 0.10 -0.10
N -0.16 0.03 -0.10
S -0.11 -0.24 -0.07
N -0.10 0.14 -0.04
C -0.03 -0.10 0.03
C 0.14 0.22 0.05
H 0.17 0.12 0.09
H 0.06 0.06 -0.03
H 0.06 0.01 0.26
H 0.05 -0.01 0.06
H -0.08 -0.12 0.12
H 0.02 0.03 -0.08
C 0.05 0.10 -0.30
C -0.11 -0.11 0.26
C -0.03 0.02 0.02
O -0.05 0.00 0.05
C -0.29 -0.06 0.08
O 0.21 0.10 -0.15
O 0.18 0.02 0.02
H 0.02 -0.01 0.02
H 0.02 0.01 0.03
H 0.30 0.05 0.21
H 0.05 0.04 -0.04
H 0.10 0.04 -0.07
H -0.03 -0.05 0.00
C -0.10 -0.07 -0.26
C 0.13 -0.03 0.08
C 0.05 -0.04 0.02
O -0.02 0.18 0.01
C 0.17 -0.20 0.26
O -0.24 0.09 -0.23
O -0.06 0.07 -0.02
H -0.02 0.04 0.01
H 0.01 -0.01 0.03
H 0.03 0.00 0.11
H -0.03 0.00 -0.01
H -0.10 0.02 0.03
H 0.03 0.01 -0.02
C -0.04 0.15 0.13
C 0.01 -0.11 0.04
C 0.02 0.00 -0.03
O 0.06 -0.08 0.05
C -0.09 0.02 -0.03
O 0.08 0.01 0.04
O -0.09 -0.01 -0.02
H -0.01 -0.05 -0.04
H -0.02 -0.01 -0.02
H 0.07 -0.04 -0.03
H 0.02 0.01 -0.03
H 0.02 0.08 -0.05
H -0.03 -0.02 0.02
C 0.08 0.11 0.15
C -0.15 0.01 -0.07
C -0.02 -0.01 -0.04
O 0.02 -0.01 0.08
C -0.25 0.13 -0.27
O -0.26 -0.10 -0.01
O 0.09 -0.04 0.06
H 0.00 -0.01 -0.03
H 0.01 -0.01 -0.03
H -0.03 -0.08 -0.02
H 0.03 -0.02 0.00
H 0.10 -0.03 -0.01
H -0.01 0.03 0.00
C -0.12 0.05 0.09
C -0.03 -0.11 -0.08
C 0.05 0.01 0.01
O 0.02 -0.08 -0.03
C -0.04 -0.01 -0.06
O 0.01 0.03 0.05
O -0.01 0.06 -0.02
H 0.00 -0.01 -0.02
H 0.02 0.02 -0.02
H 0.08 -0.05 -0.01
H 0.03 0.02 0.01
H 0.05 0.07 0.05
H -0.04 -0.01 -0.03

Atom charges from the Löwdin analysis, given in e for atoms 1 to 4: N -0.14; P 0.90; O -0.27; C -0.30


Entry 3:
# C5H8N2O

A single C5H8N2O molecule at a distorted geometry (ωB97M-V/def2-TZVPD, OMol25).

- energy above the lowest of the compared OMol25 structures with the same formula, charge and spin (kJ/mol) = 232.6
- 2S+1 = 1
- total energy (Eh) = -379.9996
- E_LUMO (eV) = 0.828
- total charge = 0
- maximum force (eV/Å) = 2.6

Geometry (Å):
C  3.3326  -0.0973  -0.2844
C  2.1480  -0.1237  -0.0895
N  0.8072  -0.1488  0.1549
C  0.2635  -1.4988  0.2762
C  0.0584  0.9797  0.4526
O  0.5416  2.0973  0.6368
N  -1.3000  0.8495  0.5799
C  -2.0963  0.5173  -0.5825
H  4.3848  -0.0571  -0.4408
H  1.0039  -2.1650  0.7348
H  0.0219  -1.8703  -0.7244
H  -0.6313  -1.5216  0.9035
H  -1.6241  1.7128  0.9996
H  -3.1445  0.7170  -0.3442
H  -1.9795  -0.5340  -0.8478
H  -1.7862  1.1430  -1.4247

Cartesian forces, eV/Å:
C -0.37 -0.05 0.04
C -0.11 0.86 0.14
N 0.11 -0.53 0.17
C -0.32 -0.52 -0.15
C 1.24 2.29 0.23
O 0.44 -1.36 -0.17
N -0.83 -0.56 0.66
C -0.04 -0.14 -0.28
H -0.10 -0.05 -0.01
H -0.09 0.29 -0.17
H -0.03 -0.19 0.18
H 0.14 0.25 -0.16
H 0.15 -0.10 -0.08
H 0.18 -0.14 -0.14
H -0.12 0.06 -0.06
H -0.24 -0.11 -0.20

Atom charges from the Löwdin analysis, given in e for atoms 1 to 4: C 0.14; C -0.16; N -0.07; C -0.04


Entry 4:
# Cl3N

2 unconnected molecules or ions with the total composition Cl3N at a distorted geometry (ωB97M-V/def2-TZVPD, OMol25).

- energy above the lowest of the compared OMol25 structures with the same formula, charge and spin (kJ/mol) = 65.5
- 2S+1 = 1
- total energy (Eh) = -1435.1640
- E_LUMO (spin up / spin down) (eV) = -3.280 / -2.128
- total charge = 0
- maximum force (eV/Å) = 1.6

Geometry (Å):
N  -0.5505  -0.2892  -0.1648
Cl  -0.9596  1.1634  0.5178
Cl  1.6514  0.5939  -1.2546
Cl  -0.1413  -1.4681  0.9017

Cartesian forces, eV/Å:
N 0.58 0.39 -1.47
Cl -0.33 0.30 0.61
Cl -0.39 -0.33 0.14
Cl 0.14 -0.37 0.72

Electronic structure analysis, Löwdin charges in units of e: N -1.09; Cl 0.51; Cl 0.02; Cl 0.55


Entry 5:
# C12H17N

2 unconnected molecules or ions with the total composition C12H17N at a distorted geometry (ωB97M-V/def2-TZVPD, OMol25).

- energy above the lowest of the compared OMol25 structures with the same formula, charge and spin (kJ/mol) = 100.9
- 2S+1 = 1
- total energy (Eh) = -522.1819
- E_LUMO (eV) = 0.927
- total charge = 0
- maximum force (eV/Å) = 3.1

Geometry (Å):
C  3.5305  -0.6867  1.4195
C  2.1562  -0.7901  0.8541
C  1.2895  -1.8025  1.2459
N  0.2617  -1.9428  0.3021
C  0.3985  -0.9667  -0.6386
C  -0.2594  -0.8323  -1.8669
C  0.2681  0.1334  -2.7190
C  1.4535  0.8109  -2.4371
C  2.0981  0.6655  -1.2115
C  1.6047  -0.2879  -0.3536
H  4.2058  -0.2927  0.6425
H  3.9981  -1.5919  1.8333
H  3.6413  -0.0199  2.2606
H  1.2611  -2.4328  2.1193
H  -0.5037  -2.5890  0.3588
H  -1.1569  -1.3720  -2.1191
H  -0.2634  0.4357  -3.6370
H  1.8551  1.4529  -3.2099
H  2.9238  1.3213  -0.9316
C  -3.2518  1.5575  -0.2747
C  -2.8261  0.4313  0.7368
C  -1.8345  0.9277  1.8073
H  -3.1085  1.1075  -1.2618
H  -2.5431  2.3894  -0.2961
H  -4.2808  1.8362  -0.0610
H  -3.6974  -0.1004  1.1708
H  -2.4267  -0.3976  0.1318
H  -2.2195  0.6627  2.8058
H  -0.8621  0.3884  1.7076
H  -1.7120  1.9848  1.6219

Cartesian forces, eV/Å:
C 1.07 0.82 -0.09
C -0.94 -2.71 1.23
C -0.50 0.53 -0.94
N 0.32 0.37 1.27
C 0.64 -0.95 -1.08
C 0.31 1.24 0.19
C -0.66 -0.26 -0.58
C 0.34 0.41 0.49
C -0.04 0.78 -1.41
C -0.10 0.40 0.53
H -0.09 -0.21 0.26
H -0.60 -0.22 -0.61
H -0.29 0.71 0.23
H 0.33 -0.10 -0.02
H -0.01 0.05 0.10
H -0.15 -0.11 0.05
H 0.32 -0.58 0.41
H -0.04 0.30 0.20
H 0.05 -0.45 -0.21
C 0.61 -1.55 0.24
C -0.25 -0.39 -0.66
C 0.01 -1.62 -0.21
H -0.72 0.26 -0.12
H -0.32 0.11 0.45
H 0.10 0.43 -0.41
H 0.13 0.83 0.05
H 0.48 0.36 0.20
H 0.25 0.63 -0.22
H -0.52 0.64 0.02
H 0.30 0.26 0.63

Atom charges from the Löwdin analysis, given in e for atoms 1 to 4: C -0.06; C -0.22; C -0.04; N 0.07


Entry 6:
# C39H51Br2CuN6O3STe

A molecular structure, C39H51Br2CuN6O3STe at a distorted geometry (ωB97M-V/def2-TZVPD, OMol25).

- energy above the lowest of the compared OMol25 structures with the same formula, charge and spin (kJ/mol) = 33.1
- 2S+1 = 1
- total energy (Eh) = -9525.6574
- E_LUMO (eV) = 0.120
- total charge = 0
- maximum force (eV/Å) = 1.7

Geometry (Å):
Cu  -0.6286  0.2278  0.2815
C  -2.3239  0.1715  3.0091
C  -0.8653  0.0720  3.3035
C  -0.3748  -0.0028  4.6186
C  0.9762  -0.0745  4.8248
C  1.8600  -0.0666  3.7261
C  3.2600  -0.1540  3.8180
Br  4.0819  -0.3388  5.5305
C  4.0412  -0.1689  2.6912
C  3.4519  -0.0976  1.4335
Br  4.5785  -0.2915  -0.0817
C  2.0737  0.0228  1.2223
O  1.5247  0.0781  0.0607
C  1.2792  0.0243  2.4318
N  -0.0491  0.0741  2.2779
H  -2.9035  0.3050  3.9184
H  -2.6421  -0.7384  2.5052
H  -2.4845  1.0167  2.3406
H  -1.0674  -0.0141  5.4477
H  1.3779  -0.1479  5.8259
H  5.1152  -0.2506  2.7750
C  -5.0984  -0.5065  -0.2086
C  -3.9648  0.3672  -0.7051
S  -2.8698  -0.6239  -1.8009
O  -1.5993  0.1467  -1.8879
C  -3.7523  -0.2769  -3.4083
C  -3.5152  1.1340  -3.9044
H  -5.7916  0.0592  0.4099
H  -4.7071  -1.3299  0.3822
H  -5.6631  -0.9234  -1.0405
H  -3.3141  0.7027  0.1019
H  -4.3241  1.2343  -1.2524
H  -4.8024  -0.5044  -3.2360
H  -3.3443  -1.0047  -4.1091
H  -4.1748  1.8513  -3.4246
H  -3.6798  1.1879  -4.9776
H  -2.4876  1.4274  -3.6960
C  0.1713  3.4160  2.2742
C  0.0762  2.8019  0.8977
O  -1.0314  2.2724  0.5257
N  1.1122  2.8977  0.1233
Te  0.6409  1.8717  -1.5110
C  -0.0131  3.4556  -2.8427
C  -0.4455  4.7325  -2.4787
C  -0.7104  5.0851  -1.0503
C  -0.6380  5.6963  -3.4616
C  -0.4427  5.4222  -4.8057
C  -0.5810  6.4934  -5.8473
C  -0.1371  4.1173  -5.1588
C  0.0629  3.1354  -4.1990
C  0.3595  1.7389  -4.6451
C  2.5959  1.8866  -2.3770
C  3.0335  0.6903  -2.9441
C  2.1746  -0.5361  -3.0167
C  4.3305  0.5855  -3.4320
C  5.2271  1.6332  -3.3372
C  6.6626  1.4539  -3.7197
C  4.7647  2.8337  -2.8202
C  3.4639  2.9807  -2.3570
C  3.0309  4.3164  -1.8427
H  -0.5801  4.1994  2.3707
H  1.1610  3.8339  2.4278
H  -0.0383  2.6575  3.0274
H  -1.3546  4.3323  -0.5964
H  -1.1934  6.0573  -0.9680
H  0.2252  5.1092  -0.4936
H  -0.9374  6.6924  -3.1679
H  -0.6323  7.4782  -5.3869
H  -1.4842  6.3445  -6.4407
H  0.2707  6.4698  -6.5263
H  -0.0273  3.8610  -6.2028
H  -0.1005  1.5435  -5.6123
H  -0.0162  1.0210  -3.9153
H  1.4343  1.6030  -4.7463
H  1.2990  -0.4138  -2.3786
H  2.7563  -1.3863  -2.6697
H  1.8653  -0.7403  -4.0430
H  4.6535  -0.3540  -3.8569
H  6.7797  0.6472  -4.4380
H  7.2271  1.1977  -2.8233
H  7.0792  2.3665  -4.1373
H  5.4413  3.6764  -2.7649
H  3.8937  4.9584  -1.6715
H  2.4869  4.1888  -0.9098
H  2.3794  4.8055  -2.5688
C  2.6494  -5.2497  0.5207
C  2.2057  -5.1333  -0.9314
C  2.9813  -4.0416  -1.6572
C  0.6861  -4.9293  -1.0390
N  0.1520  -3.7756  -0.3669
C  -0.1646  -2.5605  -0.8561
N  -0.8421  -1.9108  0.0662
N  -0.9208  -2.7338  1.1127
N  -0.3409  -3.8314  0.8692
H  3.7191  -5.4356  0.5641
H  2.1332  -6.0652  1.0208
H  2.4413  -4.3294  1.0592
H  2.4070  -6.0848  -1.4350
H  2.8730  -3.0861  -1.1523
H  2.6401  -3.9448  -2.6861
H  4.0400  -4.2865  -1.6739
H  0.1893  -5.7960  -0.5962
H  0.4062  -4.8433  -2.0918
H  0.0925  -2.1893  -1.8223

Cartesian forces, eV/Å:
Cu -0.31 -0.67 0.22
C -0.01 0.03 0.00
C 0.15 0.04 0.11
C 0.28 -0.03 0.07
C -0.23 -0.03 0.01
C -0.14 0.06 -0.29
C 0.43 -0.05 0.08
Br 0.04 0.07 -0.16
C -0.13 -0.04 0.60
C -0.25 -0.06 -0.44
Br -0.06 0.10 0.08
C 0.58 -0.09 0.02
O 0.13 -0.48 0.09
C 0.59 -0.12 0.51
N -0.58 0.04 -0.03
H -0.09 -0.01 0.04
H -0.14 -0.13 -0.08
H -0.08 0.07 -0.04
H -0.01 0.02 0.06
H 0.01 0.02 0.00
H 0.01 -0.04 -0.01
C 0.01 -0.03 0.01
C 0.11 -0.37 -0.26
S -1.60 0.32 -0.38
O 0.52 0.04 -0.37
C 0.39 -0.15 0.54
C 0.05 0.03 0.14
H -0.01 0.07 0.03
H -0.01 -0.13 0.09
H -0.12 -0.07 -0.05
H 0.11 0.02 -0.02
H 0.11 0.12 -0.07
H -0.08 -0.10 -0.02
H -0.01 -0.10 0.06
H -0.05 0.09 0.04
H -0.03 0.01 -0.08
H 0.07 0.08 -0.05
C 0.03 -0.08 -0.20
C -0.36 0.31 0.18
O -0.65 0.14 0.28
N 0.65 0.15 -0.07
Te 0.80 1.21 -0.78
C -0.11 0.03 -0.01
C 0.03 0.01 0.22
C 0.02 0.16 0.09
C 0.02 -0.10 -0.07
C -0.01 -0.06 0.04
C -0.04 -0.05 -0.01
C 0.02 0.12 0.08
C -0.02 -0.03 0.01
C 0.13 0.04 -0.19
C 0.14 -0.19 0.01
C -0.05 -0.10 0.03
C 0.00 0.00 0.06
C -0.02 0.15 0.01
C -0.20 -0.03 -0.08
C -0.06 0.01 0.06
C -0.06 -0.08 0.00
C 0.02 0.29 0.11
C 0.05 0.14 0.05
H -0.06 0.03 -0.03
H 0.04 0.01 0.08
H 0.00 -0.02 0.04
H 0.01 0.06 0.10
H -0.01 0.04 -0.04
H -0.04 0.06 0.11
H -0.04 0.12 0.10
H -0.01 0.04 -0.03
H -0.02 0.03 -0.04
H 0.01 0.06 -0.06
H -0.01 -0.08 -0.17
H -0.07 -0.09 -0.01
H -0.04 -0.22 -0.19
H 0.07 -0.14 -0.06
H 0.06 -0.39 -0.16
H -0.08 -0.12 0.11
H -0.10 0.02 -0.05
H 0.05 -0.19 -0.03
H 0.06 -0.07 -0.07
H 0.18 -0.01 -0.01
H 0.09 0.07 -0.04
H 0.02 0.11 0.04
H 0.01 0.03 0.00
H -0.01 0.18 0.02
H -0.06 0.06 0.00
C -0.05 -0.07 -0.20
C -0.06 0.23 0.09
C -0.13 -0.22 0.05
C 0.54 -0.83 -0.26
N -0.40 1.39 -0.33
C -0.09 -0.33 0.46
N 0.37 0.08 -0.70
N -0.35 0.28 0.74
N 0.13 -1.18 0.44
H 0.11 -0.01 0.07
H -0.04 -0.08 0.13
H 0.00 0.13 0.13
H -0.11 0.00 0.00
H -0.02 0.23 0.08
H -0.01 0.09 -0.16
H 0.13 0.03 0.00
H -0.08 0.12 -0.14
H -0.07 -0.08 0.10
H 0.09 0.09 -0.35

Atom charges from the Löwdin analysis, given in e for atoms 1 to 4: Cu 0.11; C -0.02; C -0.32; C 0.00